one) This record from the Open Molecules 2025 dataset describes a gas-phase ion, C3H4NO2S (charge +1). The level of theory is ωB97M-V/def2-TZVPD.

Each line ends with the Mulliken charge.
Atoms and positions in Å:
1 C 1.755 -0.036 -0.007  0.4345
2 C -0.596 -0.574 -0.248  -0.1954
3 C -0.952 0.793 0.241  -0.7649
4 N 0.776 -0.935 -0.112  0.5221
5 O 2.893 0.194 0.008  -0.1592
6 O 1.133 -2.097 0.150  -0.3229
7 S 0.334 2.079 0.030  0.1051
8 H -1.241 -1.225 0.379  0.3246
9 H -1.006 -0.472 -1.325  0.2477
10 H -1.789 1.326 -0.315  0.3909
11 H -1.308 0.949 1.199  0.4173

Its total charge is +1.

two) This record from the Open Molecules 2025 dataset describes a gas-phase ion, C3H4NO2S (charge +1). The level of theory is ωB97M-V/def2-TZVPD.

Each line ends with the Mulliken charge.
Atoms and positions in Å:
1 C 2.687 0.391 0.085  0.6458
2 C -1.288 -0.016 0.205  -0.4045
3 C -0.140 0.678 -0.329  -0.5338
4 N -0.960 -1.515 -0.021  0.0759
5 O 3.728 0.840 0.225  -0.1188
6 O -1.833 -2.298 0.071  -0.2465
7 S 1.408 -0.584 -0.158  0.1229
8 H -1.461 -0.094 1.344  0.3062
9 H -2.126 0.123 -0.375  0.3395
10 H -0.291 0.930 -1.300  0.3745
11 H 0.276 1.546 0.253  0.4388

Its total charge is +1.

Short version: two) is the most stable of them.

one) This record from the Open Molecules 2025 dataset describes a molecular structure, C8H10OS. The level of theory is ωB97M-V/def2-TZVPD.

Each line ends with the Mulliken charge.
Atoms and positions in Å:
1 C 2.609 0.922 -1.177  -0.8889
2 C 2.772 1.021 0.166  -0.2160
3 C 1.253 0.645 -1.642  0.1967
4 C 0.476 0.133 -0.426  0.0385
5 C 0.276 -1.034 -1.109  0.4724
6 C -0.378 -2.427 -0.937  -1.1290
7 C -2.858 1.543 2.049  -0.3410
8 C -2.299 0.332 2.023  -0.2462
9 O 0.841 -0.556 -2.256  -0.4053
10 S 1.330 0.774 1.063  -0.1101
11 H 3.273 0.920 -1.925  0.4771
12 H 3.690 1.113 0.708  0.3864
13 H -0.309 -3.036 -1.865  0.3318
14 H -1.475 -2.486 -0.500  0.2645
15 H 0.287 -2.984 -0.264  0.2970
16 H -3.879 1.647 2.531  0.1874
17 H -2.467 2.511 1.746  0.2695
18 H 0.879 1.539 -2.213  0.2935
19 H -1.265 -0.061 1.621  -0.1090
20 H -2.757 -0.516 2.408  0.2307

two) This record from the Open Molecules 2025 dataset describes a single C8H10OS molecule. The level of theory is ωB97M-V/def2-TZVPD.

Each line ends with the Mulliken charge.
Atoms and positions in Å:
1 C 2.371 -0.401 -0.381  -0.7205
2 C 1.725 -1.717 -0.648  -0.2829
3 C 1.610 0.696 -0.256  -0.3335
4 C 0.352 -1.813 -0.460  -0.8090
5 C 0.209 0.693 -0.434  -0.2596
6 C -0.361 -0.628 -0.026  0.8634
7 C -1.988 1.361 1.572  -0.8089
8 C -1.313 -0.800 0.933  -0.3761
9 O -2.037 0.004 1.708  -0.3665
10 S 0.348 1.276 -2.511  -0.2530
11 H 3.407 -0.346 -0.438  0.4632
12 H 2.273 -2.561 -1.041  0.4120
13 H 1.991 1.639 0.030  0.4425
14 H -0.272 -2.766 -0.795  0.2417
15 H -0.414 1.517 -0.034  0.3437
16 H -2.632 1.772 2.334  0.2796
17 H -2.405 1.733 0.469  0.2861
18 H -1.074 1.823 1.695  0.3996
19 H -1.443 -1.805 1.374  0.3575
20 H -0.349 0.325 -3.090  0.1209

Short version: two) is the most stable of them.

one) This record from the Open Molecules 2025 dataset describes a single C7H14 molecule. The level of theory is ωB97M-V/def2-TZVPD.

Each line ends with the Mulliken charge.
Atoms and positions in Å:
1 C 2.409 -0.164 0.051  -1.3763
2 C 1.064 -0.428 -0.616  0.1876
3 C 0.050 -1.367 0.069  -0.9671
4 C -1.083 -0.494 -0.509  0.2682
5 C -2.364 -0.306 0.286  -1.5472
6 C -0.052 0.663 -0.654  0.3337
7 C -0.038 1.635 0.519  -1.7112
8 H 2.338 0.619 0.812  0.3197
9 H 2.774 -1.071 0.546  0.3196
10 H 3.170 0.144 -0.674  0.3271
11 H 1.222 -0.787 -1.641  0.3595
12 H 0.074 -2.430 -0.193  0.3670
13 H 0.103 -1.278 1.162  0.2888
14 H -1.333 -0.858 -1.515  0.3070
15 H -2.162 0.017 1.313  0.3196
16 H -3.019 0.441 -0.179  0.3369
17 H -2.923 -1.248 0.340  0.4078
18 H -0.122 1.232 -1.588  0.3400
19 H 0.795 2.342 0.434  0.3963
20 H 0.062 1.122 1.484  0.3720
21 H -0.966 2.218 0.553  0.3509

two) This record from the Open Molecules 2025 dataset describes a molecular structure, C7H14. The level of theory is ωB97M-V/def2-TZVPD.

Each line ends with the Mulliken charge.
Atoms and positions in Å:
1 C -1.006 -0.615 -2.089  -1.3437
2 C -0.442 0.520 -1.234  -0.2498
3 C -0.238 -0.555 0.411  0.0188
4 C 0.579 -1.806 0.148  -1.3114
5 C 0.889 0.856 -0.006  -0.8379
6 C 0.493 0.348 1.339  0.2658
7 C -0.318 1.290 2.210  -1.4775
8 H -1.487 -0.166 -2.969  0.3893
9 H -0.221 -1.282 -2.462  0.2961
10 H -1.732 -1.201 -1.521  0.3925
11 H 0.159 1.100 -1.957  0.4067
12 H -1.254 1.170 -0.903  0.2323
13 H 0.295 -2.346 -0.759  0.4040
14 H 0.337 -2.468 0.993  0.3369
15 H 1.677 -1.685 0.153  0.2896
16 H 1.831 0.496 -0.414  0.3623
17 H 0.730 1.925 -0.128  0.4273
18 H 1.334 -0.116 1.862  0.4131
19 H -0.810 0.740 3.020  0.3774
20 H -1.104 1.776 1.620  0.2266
21 H 0.317 2.068 2.651  0.3816

three) This record from the Open Molecules 2025 dataset describes a molecular structure, C7H14. The level of theory is ωB97M-V/def2-TZVPD.

Each line ends with the Mulliken charge.
Atoms and positions in Å:
1 C 2.028 -0.800 0.732  -1.2419
2 C 0.899 -0.698 -0.235  -0.6915
3 C 0.055 0.451 -0.233  1.4032
4 C 0.482 1.748 0.183  -1.3747
5 C -1.118 0.419 -1.276  -0.8157
6 C -1.520 0.187 0.099  0.1099
7 C -1.987 -1.148 0.625  -1.3936
8 H 2.522 -1.769 0.710  0.3592
9 H 2.796 -0.044 0.572  0.2914
10 H 1.666 -0.633 1.753  0.3119
11 H 1.988 0.620 -1.668  0.0293
12 H 0.558 -1.601 -0.727  0.4524
13 H 1.360 1.881 0.783  0.3421
14 H -0.219 2.566 0.224  0.3283
15 H 1.882 1.371 -1.486  0.0454
16 H -1.323 1.376 -1.746  0.2765
17 H -1.078 -0.435 -1.949  0.2558
18 H -1.935 1.040 0.630  0.3204
19 H -1.669 -1.301 1.662  0.3033
20 H -1.612 -1.980 0.023  0.2810
21 H -3.085 -1.172 0.601  0.4072

four) This record from the Open Molecules 2025 dataset describes 3 unconnected molecules or ions with the total composition C7H14. The level of theory is ωB97M-V/def2-TZVPD.

Each line ends with the Mulliken charge.
Atoms and positions in Å:
1 C 1.229 2.246 0.967  -0.8497
2 C 0.210 1.845 0.211  0.1705
3 C 0.057 2.155 -1.249  -1.0423
4 C -2.046 -0.870 -0.781  -0.7405
5 C -0.996 -1.579 -0.411  0.4927
6 C -0.448 -2.668 0.403  -0.4631
7 C 0.444 -1.835 -0.520  -0.4404
8 H 1.490 -0.353 2.199  -0.1794
9 H 2.043 2.839 0.554  0.2382
10 H 1.284 2.009 2.027  0.3121
11 H -0.586 1.248 0.659  0.3636
12 H -0.856 2.735 -1.431  0.2842
13 H 0.909 2.730 -1.627  0.3500
14 H -0.025 1.233 -1.838  0.1841
15 H -3.035 -1.069 -0.376  0.2419
16 H -1.958 -0.063 -1.505  0.2288
17 H 1.341 -0.954 2.611  0.1457
18 H -0.350 -2.520 1.477  0.1443
19 H -0.663 -3.694 0.110  0.2288
20 H 0.825 -2.311 -1.421  0.2201
21 H 1.131 -1.126 -0.060  0.1105

Short version: one) is the most stable of them.

one) This record from the Open Molecules 2025 dataset describes a single C7H14 molecule. The level of theory is ωB97M-V/def2-TZVPD.

Each line ends with the Mulliken charge.
Atoms and positions in Å:
1 C 1.119 -1.117 -1.834  -1.0149
2 C 0.536 0.220 -2.127  -0.3787
3 C -0.648 0.805 -1.086  -1.0223
4 C -0.576 0.259 0.373  0.9813
5 C 0.426 0.750 1.188  -0.1547
6 C 0.578 0.219 2.594  -1.0850
7 C -1.544 -0.806 0.887  -1.6395
8 H 1.791 -0.815 -1.016  0.2186
9 H 0.213 -1.644 -1.462  0.1676
10 H 1.712 -1.612 -2.507  0.4374
11 H 1.242 1.102 -2.213  0.3007
12 H 0.008 0.100 -3.078  0.3098
13 H -0.444 1.922 -1.108  0.2919
14 H -1.631 0.629 -1.587  0.3351
15 H 1.189 1.485 0.768  0.2986
16 H 0.994 0.982 3.320  0.3139
17 H -0.369 -0.128 3.047  0.2834
18 H 1.160 -0.835 2.628  0.2117
19 H -1.824 -0.377 1.872  0.4870
20 H -2.331 -1.013 0.225  0.3814
21 H -1.055 -1.786 1.134  0.2769

two) This record from the Open Molecules 2025 dataset describes a single C7H14 molecule. The level of theory is ωB97M-V/def2-TZVPD.

Each line ends with the Mulliken charge.
Atoms and positions in Å:
1 C -0.748 1.398 1.817  -1.5494
2 C 0.008 1.189 0.524  0.2575
3 C 1.285 0.326 0.422  -0.8891
4 C 0.814 -0.076 -0.999  0.2322
5 C 1.130 -1.443 -1.586  -1.5304
6 C -0.631 0.277 -0.549  0.3458
7 C -1.405 -0.909 0.013  -1.6180
8 H -1.753 1.757 1.580  0.3240
9 H -0.850 0.464 2.375  0.3214
10 H -0.269 2.136 2.464  0.4154
11 H 0.215 2.160 0.060  0.3176
12 H 2.260 0.812 0.524  0.3623
13 H 1.246 -0.525 1.112  0.2616
14 H 1.156 0.694 -1.704  0.2982
15 H 0.854 -2.262 -0.913  0.3059
16 H 0.589 -1.592 -2.529  0.3371
17 H 2.200 -1.543 -1.805  0.4069
18 H -1.265 0.796 -1.276  0.3423
19 H -2.314 -0.576 0.526  0.3648
20 H -0.817 -1.490 0.732  0.3368
21 H -1.705 -1.592 -0.789  0.3570

three) This record from the Open Molecules 2025 dataset describes a molecular structure, C7H14. The level of theory is ωB97M-V/def2-TZVPD.

Each line ends with the Mulliken charge.
Atoms and positions in Å:
1 C -2.378 -1.367 -0.096  -1.0246
2 C -1.275 -1.007 -1.104  -0.7055
3 C 0.111 -1.141 -0.596  -0.3857
4 C 0.921 -0.044 -0.142  0.7560
5 C 0.695 1.307 -0.050  -0.8882
6 C 2.207 -0.004 0.317  -0.4323
7 C 3.068 -1.309 -0.020  -1.0840
8 H -2.388 -2.460 -0.082  0.2563
9 H -2.051 -0.948 0.846  0.3537
10 H -3.347 -1.067 -0.509  0.3179
11 H -1.360 0.070 -1.411  0.3343
12 H -1.455 -1.488 -2.063  0.3846
13 H 0.526 -2.131 -0.705  0.3167
14 H -3.750 6.007 2.161  -0.0013
15 H 0.505 1.797 0.911  0.2772
16 H 1.166 1.928 -0.829  0.2843
17 H 2.786 0.816 0.760  0.3281
18 H -3.734 5.927 2.921  0.0014
19 H 4.158 -1.141 0.062  0.3438
20 H 2.812 -1.636 -1.052  0.3165
21 H 2.782 -2.109 0.682  0.2508

four) This record from the Open Molecules 2025 dataset describes a single C7H14 molecule. The level of theory is ωB97M-V/def2-TZVPD.

Each line ends with the Mulliken charge.
Atoms and positions in Å:
1 C -0.623 -1.377 -0.963  -1.4770
2 C 0.591 -1.052 -0.089  0.8287
3 C 1.812 -1.740 -0.707  -1.5553
4 C 0.775 0.464 0.119  -1.0500
5 C -0.271 1.096 1.028  0.1295
6 C -0.864 2.461 0.793  -0.6814
7 C -1.730 1.243 0.679  -0.6112
8 H -0.467 -0.992 -1.980  0.3205
9 H -0.766 -2.461 -1.037  0.4095
10 H -1.545 -0.947 -0.572  0.3489
11 H 0.427 -1.492 0.907  0.1931
12 H 1.663 -2.827 -0.698  0.3939
13 H 1.942 -1.443 -1.756  0.3376
14 H 2.746 -1.525 -0.175  0.3838
15 H 1.759 0.639 0.581  0.3228
16 H 0.804 0.977 -0.854  0.3068
17 H -0.104 0.869 2.081  0.3747
18 H -1.007 3.129 1.638  0.2685
19 H -0.623 2.968 -0.139  0.2360
20 H -2.065 0.974 -0.318  0.3123
21 H -2.456 1.035 1.461  0.2084

Short version: two) is the most stable of them.

one) This record from the Open Molecules 2025 dataset describes a single C7H14 molecule. The level of theory is ωB97M-V/def2-TZVPD.

Each line ends with the Mulliken charge.
Atoms and positions in Å:
1 C 2.356 -0.138 0.099  -1.4658
2 C 1.052 -0.566 -0.554  0.2069
3 C -0.023 -1.419 0.179  -0.8887
4 C -1.100 -0.525 -0.478  0.2585
5 C -2.362 -0.185 0.295  -1.5326
6 C -0.007 0.553 -0.715  0.3353
7 C 0.071 1.629 0.368  -1.6304
8 H 2.167 0.130 1.144  0.3263
9 H 3.129 -0.909 0.087  0.4072
10 H 2.773 0.740 -0.419  0.2839
11 H 1.245 -1.037 -1.526  0.3375
12 H -0.071 -2.492 -0.038  0.3445
13 H -0.013 -1.295 1.270  0.2565
14 H -1.381 -0.951 -1.450  0.3217
15 H -2.125 0.217 1.286  0.3147
16 H -2.961 0.561 -0.241  0.3334
17 H -2.985 -1.076 0.433  0.4067
18 H -0.025 1.024 -1.704  0.3111
19 H 0.970 2.252 0.279  0.3634
20 H 0.088 1.197 1.377  0.3529
21 H -0.798 2.290 0.308  0.3569

two) This record from the Open Molecules 2025 dataset describes a single C7H14 molecule. The level of theory is ωB97M-V/def2-TZVPD.

Each line ends with the Mulliken charge.
Atoms and positions in Å:
1 C -0.931 -1.773 0.848  -1.0985
2 C -1.259 -0.360 0.365  -0.7704
3 C -0.236 0.209 -0.610  1.1015
4 C -0.162 -0.565 -1.935  -1.4670
5 C 0.001 1.695 -0.631  -1.1633
6 C 1.090 0.782 -0.100  0.0761
7 C 1.442 0.920 1.397  -1.4841
8 H -1.637 -2.099 1.619  0.3795
9 H -0.975 -2.504 0.033  0.2917
10 H 0.077 -1.816 1.276  0.2358
11 H -2.261 -0.351 -0.094  0.4091
12 H -1.322 0.319 1.222  0.3100
13 H -1.136 -0.638 -2.443  0.3294
14 H 0.181 -1.595 -1.762  0.3246
15 H 0.541 -0.110 -2.642  0.4127
16 H 0.009 2.267 -1.571  0.3028
17 H -0.094 2.176 0.306  0.3962
18 H 1.961 0.669 -0.736  0.3994
19 H 1.656 -0.075 1.792  0.2897
20 H 0.707 1.348 2.120  0.3174
21 H 2.346 1.529 1.566  0.4074

three) This record from the Open Molecules 2025 dataset describes a single C7H14 molecule. The level of theory is ωB97M-V/def2-TZVPD.

Each line ends with the Mulliken charge.
Atoms and positions in Å:
1 C 1.209 -1.541 0.040  -1.5225
2 C -0.039 -0.863 -0.500  0.1789
3 C -0.922 -0.193 0.525  -0.2460
4 C -0.941 -0.641 1.979  -1.5353
5 C -0.062 0.638 -0.449  1.4299
6 C 1.247 1.392 -0.301  -1.5915
7 C -0.952 1.270 -1.514  -1.6070
8 H 2.073 -1.359 -0.610  0.3229
9 H 1.074 -2.623 0.133  0.3800
10 H 1.474 -1.163 1.032  0.2922
11 H -0.466 -1.341 -1.383  0.3898
12 H -1.940 0.026 0.237  0.2954
13 H -1.307 -1.681 2.007  0.3119
14 H -1.663 -0.051 2.552  0.4077
15 H 0.015 -0.624 2.506  0.3036
16 H 1.086 2.471 -0.193  0.4404
17 H 1.820 1.251 -1.231  0.3271
18 H 1.877 1.052 0.523  0.3022
19 H -1.889 0.710 -1.617  0.3685
20 H -1.214 2.306 -1.266  0.3949
21 H -0.463 1.266 -2.496  0.3572

four) This record from the Open Molecules 2025 dataset describes 2 unconnected molecules or ions with the total composition C7H14. The level of theory is ωB97M-V/def2-TZVPD.

Each line ends with the Mulliken charge.
Atoms and positions in Å:
1 C 0.605 -0.780 -2.352  -1.3946
2 C 0.329 0.181 -1.229  0.4881
3 C -1.086 0.445 -0.817  -0.6262
4 C -1.080 1.084 0.589  -0.8229
5 C 1.191 0.428 1.647  -1.1989
6 C -0.155 0.080 1.349  0.8215
7 C -0.751 -1.036 1.827  -1.0814
8 H 1.676 -0.944 -2.517  0.3889
9 H 0.230 -0.547 -3.344  0.3606
10 H 0.293 -1.765 -1.985  0.3255
11 H 0.825 1.152 -1.368  0.3041
12 H 0.854 -0.030 -0.216  -0.6149
13 H -1.634 -0.468 -0.583  0.3014
14 H -1.680 0.991 -1.557  0.3981
15 H -0.533 2.031 0.615  0.2851
16 H -2.066 1.206 1.034  0.3775
17 H 1.371 1.458 1.890  0.2590
18 H 1.758 -0.240 2.284  0.3850
19 H -0.104 -1.803 2.251  0.2971
20 H 1.716 -0.534 0.293  0.4097
21 H -1.759 -0.907 2.187  0.3372

Short version: one) is the most stable of them.